(1)
Entry from the Open Molecules 2025 dataset: a 2-piece molecular cluster, C5H10O4S overall at a distorted geometry (wB97M-V/def2-TZVPD).

Output
DFT total energy: -24371.152 eV
LUMO level: 0.53 eV
energy relative to the best compared isomer or geometry (same formula, charge and spin): 0.984 eV
molar mass: 166.20 g/mol
structure (SMILES): CCC(=O)O.O=C(S)CO

Last column: Mulliken charge in e.
Positions of all 20 atoms, in Å:
C  -1.0792  -0.7948  0.3424  0.46
C  -2.7348  0.9008  -0.5658  -1.01
C  -2.3525  -0.5407  -0.3306  -0.23
C  2.5140  0.5801  0.8104  -0.51
C  1.8523  -0.5947  0.1112  0.92
O  -0.9992  -2.0477  0.7682  -0.52
O  2.9554  1.6204  -0.0217  -0.60
O  1.6492  -1.6275  0.6402  -0.70
O  -0.1983  0.0334  0.4192  -0.59
S  1.5578  -0.2513  -1.5693  -0.28
H  -1.8789  1.3209  -1.1098  0.24
H  -2.6651  1.2873  0.4715  0.24
H  -3.6987  1.0548  -1.0518  0.35
H  -2.2267  -0.9952  -1.3357  0.23
H  -3.0176  -1.0314  0.3488  0.33
H  3.2862  0.1442  1.5597  0.29
H  1.8386  0.9936  1.5479  0.29
H  3.6033  1.1470  -0.7152  0.39
H  0.0092  -2.2062  0.9122  0.49
H  1.5850  1.0071  -1.2318  0.21

Atomic forces in eV per Å
0.41 0.85 -0.34
1.57 0.08 1.51
-0.74 -0.23 -1.39
1.18 -0.64 2.34
1.03 1.97 -0.53
2.40 -0.41 0.33
2.54 -1.74 -1.79
0.40 -2.87 1.27
-1.25 0.66 0.94
0.11 -1.35 -1.69
-0.58 0.40 -0.10
-0.58 0.73 -0.76
0.24 -0.06 0.17
-0.48 -0.59 0.71
-1.18 -0.71 -0.38
-0.52 0.48 -1.65
-0.67 0.24 -0.29
-1.97 1.80 2.19
-1.74 0.20 -0.09
-0.17 1.21 -0.46

=====

(2)
Entry from the Open Molecules 2025 dataset: a 2-piece molecular cluster, C5H13NO overall at a distorted geometry (wB97M-V/def2-TZVPD).

Output
DFT total energy: -8931.167 eV
LUMO level: 0.60 eV
energy relative to the best compared isomer or geometry (same formula, charge and spin): 2.844 eV
molar mass: 103.16 g/mol
structure (SMILES): CCC/C=C/N.O

Last column: Mulliken charge in e.
Positions of all 20 atoms, in Å:
C  -2.1606  2.5128  1.0035  -1.17
C  -1.1854  1.3223  0.7340  -0.37
C  -1.3839  0.4796  -0.5444  -0.60
C  -0.6260  -0.6981  -0.6944  -0.39
C  0.6434  -0.8245  -1.1136  -0.20
N  1.3278  -2.0312  -1.2986  -0.57
H  -1.7201  2.9502  1.9577  0.30
H  -3.3191  2.3421  1.1406  0.29
H  -2.0520  3.2665  0.2517  0.34
H  -0.2447  1.7966  0.8719  0.32
H  -1.2503  0.6467  1.6128  0.34
H  -2.5515  0.2045  -0.5624  0.24
H  -1.4031  1.2567  -1.3914  0.31
H  -1.1494  -1.6601  -0.4439  0.24
H  0.9604  0.0678  -1.6226  0.42
H  1.1802  -2.6534  -0.6032  0.25
H  2.3008  -1.8355  -1.4881  0.28
H  2.8852  -0.8208  0.3453  0.27
H  2.6065  -0.0208  1.4459  0.33
O  2.8423  -1.0094  1.4081  -0.63

Atomic forces in eV per Å
-0.73 -0.52 1.55
-1.96 -0.71 1.21
-4.68 4.12 -0.50
1.59 -4.07 0.08
-2.12 0.29 -0.63
0.84 3.28 -2.61
-1.04 -0.25 -1.00
2.40 -0.14 -0.22
0.03 0.50 -0.60
1.33 0.06 -0.61
-0.05 0.15 -0.41
2.39 0.41 0.23
0.67 -1.22 0.63
0.54 0.89 0.11
1.15 0.21 -0.03
-0.33 -2.42 2.59
-0.02 -0.61 0.04
0.11 -1.91 3.34
0.24 -1.81 1.40
-0.35 3.73 -4.59

=====

(3)
Entry from the Open Molecules 2025 dataset: a 2-piece molecular cluster, C5H11NO overall (wB97M-V/def2-TZVPD).

Output
DFT total energy: -8899.759 eV
LUMO level: 1.09 eV
energy relative to the best compared isomer or geometry (same formula, charge and spin): 1.938 eV
molar mass: 101.15 g/mol
structure (SMILES): C=NCC.CC=O

Last column: Mulliken charge in e.
Positions of all 18 atoms, in Å:
C  -2.2313  0.3390  -0.1811  -1.18
C  -1.3771  -0.8192  0.3243  -0.27
N  -0.2520  -0.5245  1.2064  -0.39
C  -0.1115  0.6367  1.6877  -0.38
C  1.4721  0.4539  -1.1137  0.18
O  0.6003  0.2942  -1.9373  -0.49
C  2.4956  -0.5795  -0.7396  -0.96
H  -3.0403  -0.0552  -0.8041  0.34
H  -1.6332  1.0151  -0.8017  0.29
H  -2.6923  0.9109  0.6320  0.36
H  -0.9559  -1.3550  -0.5346  0.29
H  -1.9945  -1.5484  0.8648  0.36
H  -0.7832  1.4815  1.4944  0.25
H  0.7373  0.8281  2.3485  0.30
H  1.5465  1.4141  -0.5584  0.35
H  2.4516  -1.4237  -1.4310  0.28
H  2.2689  -0.9282  0.2755  0.28
H  3.4990  -0.1396  -0.7321  0.36

Atomic forces in eV per Å
0.02 0.04 0.02
-0.10 -0.06 -0.08
-0.03 0.41 0.18
-0.02 -0.22 -0.07
-0.18 -0.08 -0.20
0.43 0.09 0.33
-0.04 -0.07 -0.07
0.13 0.03 0.08
-0.11 -0.07 0.12
0.05 -0.10 -0.11
-0.06 0.05 0.13
0.09 0.07 -0.09
0.06 -0.13 -0.03
-0.11 -0.04 -0.07
-0.02 -0.07 -0.10
0.01 0.10 0.09
0.03 0.07 -0.13
-0.15 -0.04 0.00

=====

(4)
Entry from the Open Molecules 2025 dataset: one molecule with the formula C26H28N4O4 at a distorted geometry (wB97M-V/def2-TZVPD).

Output
DFT total energy: -41567.887 eV
LUMO level: -0.32 eV
energy relative to the best compared isomer or geometry (same formula, charge and spin): 2.064 eV
molar mass: 460.53 g/mol
structure (SMILES): COc1ccc(-n2nc(C(=O)NCC(=O)NCCC3=CCCCC3)c3ccccc3c2=O)cc1

Last column: Mulliken charge in e.
Positions of all 62 atoms, in Å:
C  -7.8839  -2.9824  -0.5158  -0.84
H  -8.9339  -3.2564  -0.4286  0.24
O  -7.7968  -1.6579  -0.0459  -0.46
C  -6.5861  -1.0458  -0.0382  0.84
C  -6.5688  0.2673  0.4394  -0.73
C  -5.3953  0.9847  0.4986  -0.32
C  -4.2083  0.3997  0.0687  -0.02
C  -4.2171  -0.9040  -0.4068  -0.61
C  -5.3938  -1.6272  -0.4607  -0.39
H  -5.3673  -2.6367  -0.8384  0.40
H  -3.2947  -1.3524  -0.7434  0.45
N  -2.9726  1.0956  0.1367  0.27
N  -1.9428  0.3369  0.4802  -0.78
C  -0.7383  0.8065  0.5844  0.19
C  -0.4418  2.1920  0.3201  0.62
C  0.8276  2.7739  0.4232  -0.36
C  1.0055  4.1064  0.1282  -0.75
C  -0.0694  4.8981  -0.2721  -0.49
C  -1.3267  4.3479  -0.3723  -0.65
C  -1.5267  2.9979  -0.0777  0.07
C  -2.8778  2.4482  -0.1967  0.60
O  -3.8474  3.0804  -0.5637  -0.67
H  -2.1816  4.9326  -0.6762  0.49
H  0.0856  5.9417  -0.5012  0.41
H  1.9903  4.5426  0.2074  0.48
H  1.6573  2.1634  0.7373  0.80
C  0.2912  -0.1999  0.9850  0.08
O  1.4759  0.0618  1.1508  -0.68
N  -0.2069  -1.4370  1.1503  -0.02
H  -1.1866  -1.5689  0.9473  0.27
C  0.5993  -2.5667  1.5483  -0.95
H  1.3367  -2.2245  2.2814  0.30
H  -0.0432  -3.3262  1.9932  0.40
C  1.3513  -3.1917  0.3538  0.72
O  1.1003  -4.3035  -0.0628  -0.70
N  2.2762  -2.3672  -0.1505  0.23
H  2.4215  -1.4584  0.2812  0.04
C  3.1530  -2.7068  -1.2444  -0.77
H  2.8769  -2.1187  -2.1279  0.32
H  3.0061  -3.7653  -1.4693  0.44
C  4.6153  -2.4246  -0.8654  -1.28
C  4.7753  -0.9937  -0.4268  0.53
C  4.7703  -0.6554  0.8562  -0.26
C  4.8277  0.7501  1.3649  -0.41
C  5.2280  1.7356  0.2712  -0.87
C  4.4678  1.4161  -1.0106  -0.36
C  4.8788  0.0368  -1.5170  -0.68
H  4.2532  -0.2537  -2.3643  0.39
H  5.9130  0.0687  -1.8773  0.33
H  3.3960  1.4172  -0.8033  0.06
H  4.6682  2.1712  -1.7738  0.34
H  6.3007  1.6554  0.0805  0.35
H  5.0205  2.7575  0.5953  0.35
H  5.5228  0.8124  2.2064  0.42
H  3.8331  1.0007  1.7481  0.13
H  4.6889  -1.4222  1.6161  0.29
H  4.9041  -3.0968  -0.0560  0.33
H  5.2461  -2.6313  -1.7319  0.39
H  -5.4001  1.9951  0.8712  0.42
H  -7.4987  0.7038  0.7662  0.41
H  -7.2809  -3.6647  0.0917  0.34
H  -7.5766  -3.0580  -1.5635  0.34

Atomic forces in eV per Å
-0.01 -0.20 -0.07
0.09 -0.03 -0.03
0.00 0.27 0.09
0.18 0.18 0.04
-0.08 -0.26 -0.06
0.10 -0.06 -0.01
-0.57 -0.47 -0.14
0.09 0.40 0.03
-0.35 -0.18 0.01
-0.03 -0.09 -0.03
0.04 -0.05 -0.04
0.08 0.44 -0.01
0.99 -0.20 0.31
-0.75 0.21 -0.20
-0.30 0.45 -0.16
0.17 -0.03 0.05
-0.05 -0.03 0.00
-0.08 0.00 -0.02
-0.09 -0.04 -0.01
0.50 -0.05 0.12
-0.07 0.07 -0.15
0.09 0.04 0.03
-0.05 0.05 -0.02
-0.01 0.08 -0.02
0.09 0.02 0.02
0.03 0.00 0.00
-0.20 -0.64 0.13
0.13 0.24 0.07
-0.19 -0.11 -0.02
0.09 0.04 0.06
0.31 -0.17 -0.09
-0.11 -0.06 0.01
0.10 0.07 -0.08
-0.35 0.26 0.51
-0.11 -0.41 -0.08
0.46 0.39 -0.18
-0.15 -0.20 0.06
0.08 -0.18 -0.17
0.03 -0.12 -0.01
0.01 0.15 -0.06
-0.21 0.08 0.11
0.23 -0.28 -0.15
0.03 0.09 0.16
0.08 0.16 -0.05
-0.23 0.00 0.06
0.29 0.03 -0.12
-0.17 0.22 0.10
0.03 -0.04 -0.06
-0.02 -0.04 -0.09
-0.11 0.03 -0.03
-0.07 0.01 -0.01
0.06 0.05 -0.01
0.08 0.02 0.01
-0.05 0.01 0.03
0.02 0.06 0.10
-0.03 -0.22 0.01
0.02 -0.04 -0.02
0.05 -0.04 -0.02
-0.01 0.06 0.01
-0.11 0.06 0.05
-0.01 0.03 -0.03
0.00 0.00 0.04

=====

(5)
Entry from the Open Molecules 2025 dataset: one molecule with the formula C5H12N2O (wB97M-V/def2-TZVPD).

Output
DFT total energy: -10407.243 eV
LUMO level: 0.81 eV
energy relative to the best compared isomer or geometry (same formula, charge and spin): 1.181 eV
molar mass: 116.16 g/mol
structure (SMILES): CNC[C@@H](C)NC=O

Last column: Mulliken charge in e.
Positions of all 20 atoms, in Å:
C  1.8401  1.0476  -0.7040  0.01
N  1.2779  -0.1831  -0.5196  -0.17
C  0.9381  -1.6027  1.4560  -1.58
C  0.3764  -0.4658  0.5994  0.52
C  -1.0203  -0.7591  0.0723  -0.95
N  -1.7219  0.4435  -0.3347  -0.35
C  -3.1304  0.1891  -0.6449  -0.88
O  1.9637  1.8823  0.1631  -0.54
H  2.2169  1.1789  -1.7279  0.33
H  1.1090  -0.7678  -1.3234  0.28
H  1.2970  -2.4460  0.8594  0.34
H  1.8073  -1.2417  2.0055  0.38
H  0.1990  -1.9340  2.1895  0.38
H  0.3241  0.4231  1.2182  0.31
H  -1.5847  -1.2551  0.8626  0.42
H  -0.9739  -1.5093  -0.7312  0.35
H  -1.2665  0.8179  -1.1603  0.23
H  -3.2939  -0.8517  -0.9556  0.30
H  -3.7230  0.3304  0.2724  0.25
H  -3.4923  0.9379  -1.3460  0.36

Atomic forces in eV per Å
0.10 -0.40 0.23
-0.55 0.36 0.12
0.17 0.13 0.07
0.25 -0.49 0.17
-0.06 -0.11 0.28
0.03 -0.03 -0.38
0.07 0.10 0.99
-0.09 0.03 -0.18
0.12 0.10 -0.10
0.26 0.16 -0.20
-0.31 -0.02 -0.03
0.02 0.05 0.01
0.07 -0.09 -0.11
0.01 0.24 -0.07
-0.13 0.18 0.16
0.11 -0.12 -0.18
0.00 0.05 0.11
-0.15 0.25 -0.46
0.11 -0.10 -0.18
-0.04 -0.28 -0.26

=====

(6)
Entry from the Open Molecules 2025 dataset: C37H38FN9O3S6SeTi as an isolated structure (wB97M-V/def2-TZVPD).

Output
DFT total energy: -214731.900 eV
LUMO level (spin up / spin down): -0.33 / -0.33 eV
2S+1: 3
energy relative to the best compared isomer or geometry (same formula, charge and spin): 0.926 eV
molar mass: 995.00 g/mol

Last column: Mulliken spin population.
Positions of all 96 atoms, in Å:
Ti  -1.2697  1.7312  -0.0025  1.01
C  -3.4170  1.5380  3.8826  0.00
C  -2.9877  1.7210  2.4651  -0.02
N  -1.7700  1.8877  2.0946  -0.02
N  -0.7556  1.8012  2.9967  0.00
C  0.3919  2.1931  2.4794  0.01
N  1.5031  1.9718  3.2034  0.00
S  0.5743  3.0484  0.9578  0.00
C  -3.9684  1.7141  1.3595  0.02
C  -5.3394  1.7323  1.5680  0.00
C  -6.1863  1.7202  0.4709  0.00
C  -5.6497  1.6891  -0.8047  0.00
C  -4.2712  1.6877  -0.9366  0.02
N  -3.4578  1.7038  0.1149  -0.01
H  -2.5424  1.3655  4.5027  0.00
H  -4.1039  0.6955  3.9743  0.00
H  -3.9307  2.4325  4.2443  0.00
H  1.4035  1.3067  3.9546  0.00
H  2.3746  1.9375  2.6903  0.00
H  -5.7347  1.7573  2.5732  0.00
H  -7.2588  1.7365  0.6135  0.00
H  -6.2767  1.6749  -1.6840  0.00
H  -3.7894  1.6847  -1.9076  0.00
F  -1.0022  -4.3817  2.4474  0.00
C  -0.8580  -4.0449  1.1355  -0.08
C  -1.2897  -2.8076  0.7230  0.27
C  -1.0578  -2.4016  -0.6106  -0.03
C  -1.0946  -1.0420  -0.9659  0.26
O  -1.2802  -0.1652  0.0073  0.04
C  -0.8777  -0.6674  -2.3228  -0.06
C  -0.5312  -1.6331  -3.2097  0.18
N  -0.2865  -2.9286  -2.8405  0.04
C  0.2803  -3.8474  -3.7860  0.02
C  1.2810  -3.3476  -4.7807  0.01
C  1.7318  -4.2197  -3.6471  0.01
C  -0.5104  -3.3456  -1.5265  -0.01
C  -0.0865  -4.5773  -1.0709  0.04
C  -0.1855  -4.9147  0.3013  0.19
N  0.6147  -5.9810  0.8007  0.00
C  1.3049  -5.7945  2.0623  0.01
C  2.5365  -6.7255  2.0668  0.00
N  2.7577  -7.1443  0.6487  0.00
C  1.6582  -8.0636  0.2044  0.00
C  0.3121  -7.3652  0.5401  0.03
C  -0.8448  0.7493  -2.8345  0.00
O  -0.7088  0.9710  -4.0228  0.01
O  -0.9387  1.6811  -1.9269  -0.03
H  -1.6866  -2.1023  1.4371  0.04
H  -0.3580  -1.3737  -4.2418  0.03
H  -0.4017  -4.6279  -4.1099  -0.01
H  1.5576  -2.3041  -4.7365  0.00
H  1.2394  -3.7658  -5.7761  0.00
H  2.2756  -3.7376  -2.8449  0.00
H  2.0182  -5.2416  -3.8601  0.00
H  0.4539  -5.2445  -1.7273  0.01
H  0.6839  -6.0210  2.9354  0.00
H  1.6164  -4.7535  2.1289  -0.01
H  2.3765  -7.6361  2.6426  0.00
H  3.4354  -6.2267  2.4191  0.00
H  3.6827  -7.5435  0.5066  0.00
H  2.6726  -6.2870  0.0883  0.00
H  1.7918  -9.0092  0.7263  0.00
H  1.7850  -8.2209  -0.8652  0.00
H  -0.1706  -7.8599  1.3945  -0.01
H  -0.3603  -7.4339  -0.3115  0.01
C  -2.3052  7.5933  -2.0812  0.00
N  -1.4953  7.1989  -0.9495  0.00
C  -1.5130  5.9839  -0.3469  0.00
Se  -2.5548  4.5418  -0.8003  0.01
N  -0.6220  6.0262  0.6650  0.00
C  0.0213  7.2530  0.6886  0.00
C  1.0274  7.7612  1.4920  0.00
C  1.4317  9.0644  1.2430  0.00
C  0.8471  9.8292  0.2312  0.00
C  -0.1593  9.3164  -0.5743  0.00
C  -0.5537  8.0119  -0.3279  0.00
H  -2.7674  6.7016  -2.4959  0.00
H  -1.6706  8.0585  -2.8346  0.00
H  -3.0805  8.2952  -1.7723  0.00
H  -0.3110  5.1641  1.1165  0.00
H  1.4796  7.1653  2.2730  0.00
H  2.2185  9.4979  1.8454  0.00
H  1.1873  10.8433  0.0708  0.00
H  -0.6103  9.9091  -1.3585  0.00
C  4.4477  1.7298  -0.1472  0.00
S  4.7652  0.7919  1.3695  0.00
C  4.5127  -0.8416  0.7981  0.00
C  3.3211  -1.3442  0.3632  0.00
S  1.7700  -0.6726  0.2310  0.03
S  3.4661  -3.0253  -0.1673  0.00
C  5.1313  -3.3046  0.1477  0.00
S  5.8905  -4.7668  -0.1405  0.00
S  5.9048  -1.9054  0.7400  0.00
H  4.4884  2.7852  0.1200  0.00
H  3.4516  1.4871  -0.5139  0.00
H  5.2066  1.5068  -0.8939  0.00

Atomic forces in eV per Å
-0.32 0.18 -0.69
-0.01 0.00 -0.01
0.02 0.03 0.06
-0.01 -0.02 0.23
0.05 0.00 0.02
-0.15 0.01 0.03
0.10 0.05 -0.02
0.29 -0.34 0.05
-0.02 0.07 -0.03
0.01 -0.04 0.02
-0.01 0.00 -0.03
-0.01 0.00 0.02
0.01 -0.02 -0.01
-0.03 -0.04 0.05
0.00 0.00 0.00
0.00 0.00 0.00
-0.01 0.00 0.00
0.02 -0.01 0.00
-0.04 -0.03 0.04
0.00 0.00 0.00
0.00 0.00 0.00
0.00 0.00 0.00
0.00 0.00 0.00
-0.04 0.01 0.01
0.07 0.01 -0.02
-0.05 0.05 -0.09
0.39 -0.03 0.13
-0.19 -0.05 -0.05
-0.13 0.64 -0.08
0.07 0.03 0.02
0.16 0.02 0.04
-0.11 -0.02 -0.03
0.03 0.00 0.03
-0.01 0.00 -0.01
0.00 0.01 -0.02
0.04 -0.02 0.02
0.01 0.00 0.02
0.00 -0.06 -0.06
-0.08 0.07 0.19
-0.01 -0.01 -0.03
0.03 0.01 -0.03
-0.13 0.00 0.01
0.02 0.05 -0.02
0.11 0.02 -0.10
-0.03 -0.03 -0.01
-0.06 0.02 -0.03
-0.13 -0.16 0.12
-0.01 -0.01 0.00
-0.02 -0.02 -0.01
0.00 -0.01 0.01
0.01 0.00 0.00
0.00 0.00 0.00
0.00 -0.02 -0.01
0.00 0.00 0.01
0.00 0.00 0.00
0.00 0.00 0.00
0.02 0.02 -0.02
0.02 0.01 0.00
0.02 0.03 -0.01
0.08 0.07 -0.05
0.18 0.03 -0.06
0.00 -0.01 -0.01
0.00 0.01 0.00
0.00 0.00 0.01
-0.01 -0.02 0.01
-0.01 0.00 0.00
-0.03 -0.01 0.02
0.00 0.03 0.03
0.05 -0.14 0.10
0.13 -0.09 -0.10
-0.01 0.00 0.01
0.01 0.01 0.00
0.00 0.00 -0.01
0.00 0.00 0.01
0.00 0.00 0.01
-0.01 0.01 0.01
0.00 0.00 0.00
0.00 0.00 0.00
0.00 0.00 0.00
-0.07 0.04 0.03
0.00 0.00 0.00
0.00 0.00 0.00
0.00 0.00 0.00
0.00 0.00 0.00
0.00 -0.03 0.01
-0.05 0.03 0.02
0.09 0.01 0.01
-0.22 -0.14 -0.04
0.18 0.05 0.16
-0.01 -0.09 0.07
0.01 0.14 -0.02
-0.17 -0.23 0.12
-0.06 -0.06 -0.02
0.01 0.01 0.00
0.00 0.00 0.00
-0.01 0.02 -0.01

=====

- Look up the energy relative to the best compared isomer or geometry (same formula, charge and spin) of the fourth one.
  2.064 eV

=====

- Which of these has the highest energy relative to the best compared isomer or geometry (same formula, charge and spin)?
  C5H13NO